[1]
# C22H49AlNO8

A molecular structure, C22H49AlNO8 (wB97M-V/def2-TZVPD, OMol25).

Its HOMO energy is -5.05 eV. Its HOMO-LUMO gap is 7.14 eV. Its net charge is -1.

Each line ends with the Mulliken charge.
Geometry (Å):
C (-3.513, -2.043, 4.767)  -1.092
C (-3.489, -2.801, 3.437)  -0.104
C (-3.438, -1.866, 2.233)  -0.298
O (-2.531, -0.810, 2.354)  -0.247
Al (-0.771, -1.092, 2.435)  0.069
C (0.200, 0.652, 2.702)  -0.836
C (-0.366, 1.878, 1.965)  0.500
C (-0.582, 1.618, 0.479)  0.051
C (-0.488, 2.848, -0.427)  -1.361
N (-1.238, 4.027, 0.035)  0.223
C (-2.644, 3.749, 0.296)  -0.970
C (-0.668, 4.932, 0.912)  0.820
C (0.774, 5.337, 0.675)  -0.590
O (-1.331, 5.484, 1.775)  -0.686
C (-0.101, -1.935, 0.711)  -0.817
O (-0.518, -3.328, 0.549)  -0.179
C (-0.258, -3.865, -0.663)  -0.834
C (0.982, -4.432, -0.937)  -0.179
C (1.220, -5.032, -2.167)  -0.117
C (0.227, -5.072, -3.140)  -0.310
C (-1.009, -4.502, -2.862)  -0.714
C (-1.255, -3.902, -1.638)  0.150
H (-4.203, -2.501, 5.478)  0.362
H (-2.523, -2.017, 5.220)  0.211
H (-3.812, -1.006, 4.611)  0.225
H (-2.651, -3.500, 3.411)  -0.182
H (-4.399, -3.403, 3.346)  0.516
H (-3.223, -2.459, 1.332)  0.010
H (-4.446, -1.446, 2.097)  0.400
H (-0.394, -2.110, 3.660)  -0.626
H (1.237, 0.506, 2.371)  0.370
H (0.256, 0.886, 3.771)  0.479
H (0.299, 2.742, 2.075)  -0.508
H (-1.311, 2.147, 2.443)  0.206
H (-1.526, 1.092, 0.319)  0.114
H (0.205, 0.937, 0.141)  0.364
H (-0.872, 2.592, -1.419)  0.373
H (0.555, 3.108, -0.571)  0.251
H (-2.797, 3.208, 1.229)  0.279
H (-3.032, 3.167, -0.539)  0.325
H (-3.194, 4.685, 0.355)  0.313
H (1.383, 4.904, 1.470)  0.105
H (1.142, 4.930, -0.257)  -0.032
H (0.838, 6.420, 0.668)  0.392
H (-0.466, -1.376, -0.163)  0.470
H (0.997, -1.899, 0.663)  0.316
H (1.751, -4.393, -0.174)  0.412
H (2.190, -5.470, -2.360)  0.244
H (0.418, -5.540, -4.094)  0.486
H (-1.790, -4.531, -3.611)  0.360
H (-2.218, -3.463, -1.414)  0.422
C (3.133, -6.391, -5.657)  -0.558
O (1.805, -6.755, -6.009)  -0.499
H (3.262, -5.353, -5.949)  0.227
H (3.304, -6.472, -4.580)  0.218
H (3.876, -6.999, -6.181)  0.321
H (1.663, -7.669, -5.750)  0.283
C (3.026, 3.937, 4.693)  -0.638
O (2.277, 3.895, 3.491)  -0.437
H (4.077, 3.923, 4.413)  0.215
H (2.831, 4.850, 5.267)  0.278
H (2.824, 3.069, 5.326)  0.256
H (1.341, 3.880, 3.716)  0.205
C (2.975, 5.089, -2.615)  -0.498
O (2.744, 3.784, -2.095)  -0.459
H (2.009, 5.530, -2.845)  0.066
H (3.483, 5.720, -1.880)  0.320
H (3.570, 5.053, -3.532)  0.295
H (3.596, 3.392, -1.886)  0.262
C (0.289, 6.408, -5.408)  -0.478
O (1.232, 7.350, -4.900)  -0.484
H (0.463, 5.468, -4.891)  0.176
H (-0.737, 6.732, -5.216)  0.266
H (0.425, 6.252, -6.481)  0.260
H (1.087, 8.184, -5.352)  0.276
C (-0.305, -6.604, 2.084)  -0.326
O (-0.669, -6.853, 0.733)  -0.569
H (-0.762, -7.386, 2.688)  0.271
H (0.779, -6.644, 2.229)  0.237
H (-0.668, -5.631, 2.427)  0.034
H (-0.271, -6.148, 0.208)  0.346



[2]
# C3H3NO2

2 unconnected molecules or ions with the total composition C3H3NO2 at a distorted geometry (wB97M-V/def2-TZVPD, OMol25).

Its HOMO energy (alpha / beta) is 1.98 / 1.99 eV. Its HOMO-LUMO gap (alpha / beta) is 4.69 / 4.68 eV. Its net charge is -2.

Each line ends with the Mulliken charge.
Geometry (Å):
C (-0.269, -0.161, -0.269)  -0.507
C (0.608, -0.975, -0.487)  -0.082
C (-1.269, 2.428, 0.903)  -0.070
N (1.119, -2.112, -1.039)  0.557
O (1.666, -2.035, -2.220)  -0.582
O (0.913, -3.280, -0.519)  -0.592
H (-0.674, 1.523, 0.365)  -0.335
H (-0.378, 2.871, 1.526)  -0.186
H (-1.716, 1.740, 1.740)  -0.204



[3]
# C3H16NO3S

A molecular structure, C3H16NO3S at a distorted geometry (wB97M-V/def2-TZVPD, OMol25).

Its HOMO energy is -13.72 eV. Its HOMO-LUMO gap is 9.32 eV. Its net charge is +1.

Each line ends with the Mulliken charge.
Geometry (Å):
C (0.789, -1.361, -1.045)  -0.508
C (-0.580, -1.234, -1.743)  -0.462
C (-1.010, 0.214, -1.917)  -0.640
S (-1.398, 0.992, 0.104)  -0.478
N (0.651, -1.167, 0.431)  0.025
H (1.483, -0.632, -1.425)  0.291
H (1.244, -2.368, -1.167)  0.353
H (-0.487, -1.609, -2.796)  0.341
H (-1.357, -1.802, -1.235)  0.302
H (-0.224, 0.891, -2.305)  0.482
H (-1.987, 0.376, -2.391)  0.353
H (-0.998, 2.442, -0.831)  0.315
H (1.534, -0.820, 0.885)  0.349
H (0.229, -1.914, 0.935)  0.460
H (-0.029, -0.383, 0.592)  -0.064
H (-2.267, -2.311, 2.488)  0.319
H (-2.096, -1.109, 1.624)  0.266
O (-1.683, -1.957, 1.798)  -0.585
H (0.355, 2.304, 0.366)  0.211
H (1.304, 3.455, 0.830)  0.276
O (1.313, 2.612, 0.402)  -0.628
H (2.500, 1.294, 0.901)  0.363
H (3.650, 0.466, 1.491)  0.318
O (2.840, 0.382, 0.998)  -0.658



[4]
# C57H54IrN9O2P2S

A molecular structure, C57H54IrN9O2P2S at a distorted geometry (wB97M-V/def2-TZVPD, OMol25).

Its HOMO energy (alpha / beta) is -14.14 / -14.13 eV. Its HOMO-LUMO gap (alpha / beta) is 6.40 / 4.86 eV. The spin multiplicity is 2. Its net charge is +3.

Each line ends with the Mulliken charge.
Geometry (Å):
Ir (-0.651, 1.155, 0.498)  2.290
C (0.690, 4.819, -1.861)  -1.834
C (0.067, 3.622, -1.497)  -0.091
N (0.350, 2.928, -0.400)  0.557
C (1.353, 3.444, 0.379)  -0.176
C (2.058, 4.612, 0.068)  0.795
C (1.688, 5.327, -1.083)  -0.964
C (3.143, 5.002, 0.901)  -0.774
C (3.543, 4.206, 1.951)  -1.182
C (2.841, 3.048, 2.268)  -0.789
C (1.684, 2.713, 1.544)  0.602
N (0.887, 1.660, 1.751)  0.688
C (0.990, 0.858, 2.907)  -0.468
C (1.338, 1.216, 4.182)  -0.299
C (1.395, 0.223, 5.190)  -1.154
C (1.126, -1.088, 4.908)  -0.977
C (0.697, -1.466, 3.606)  1.021
C (0.306, -2.774, 3.240)  -1.227
C (-0.180, -2.997, 1.983)  -1.062
C (-0.279, -1.925, 1.084)  -0.196
N (0.121, -0.700, 1.373)  0.721
C (0.607, -0.473, 2.631)  0.522
H (0.378, 5.310, -2.773)  0.611
H (-0.692, 3.211, -2.132)  0.675
H (2.199, 6.247, -1.341)  0.520
H (3.677, 5.913, 0.665)  0.493
H (4.417, 4.472, 2.530)  0.464
H (3.203, 2.398, 3.049)  0.827
H (1.530, 2.248, 4.439)  0.818
H (1.652, 0.517, 6.199)  0.456
H (1.203, -1.846, 5.677)  0.539
H (0.391, -3.582, 3.955)  0.633
H (-0.488, -3.983, 1.663)  0.611
H (-0.671, -2.079, 0.088)  -0.261
N (-2.312, 1.999, -1.749)  0.152
P (-2.473, 2.431, -0.111)  -0.574
C (-2.683, 4.214, -0.078)  1.251
C (-2.903, 4.836, 1.154)  -0.744
C (-3.167, 6.194, 1.211)  -0.867
C (-3.207, 6.941, 0.041)  -0.667
C (-2.975, 6.332, -1.184)  -0.918
C (-2.703, 4.974, -1.248)  -0.365
C (-4.073, 1.771, 0.423)  1.853
C (-4.931, 1.167, -0.492)  -0.581
C (-6.161, 0.670, -0.074)  -0.900
C (-6.545, 0.778, 1.251)  -0.856
C (-5.706, 1.409, 2.164)  -0.549
C (-4.480, 1.900, 1.755)  -0.676
P (-1.641, 0.437, -1.545)  0.032
C (-2.829, -0.779, -2.131)  0.995
C (-3.228, -0.680, -3.465)  -0.749
C (-4.149, -1.586, -3.963)  -0.782
C (-4.656, -2.593, -3.147)  -0.837
C (-4.261, -2.683, -1.819)  -0.741
C (-3.349, -1.770, -1.307)  1.449
C (-0.285, 0.209, -2.706)  1.260
C (0.300, -1.059, -2.676)  -0.460
C (1.240, -1.420, -3.622)  -0.633
C (1.628, -0.506, -4.594)  -0.730
C (1.072, 0.763, -4.616)  -1.035
C (0.106, 1.117, -3.683)  -0.291
H (-3.068, 2.220, -2.391)  0.510
H (-2.872, 4.267, 2.076)  0.261
H (-3.350, 6.668, 2.166)  0.488
H (-3.424, 8.001, 0.084)  0.450
H (-3.012, 6.914, -2.095)  0.496
H (-2.535, 4.523, -2.218)  0.356
H (-4.678, 1.086, -1.539)  0.313
H (-6.825, 0.220, -0.800)  0.532
H (-7.508, 0.399, 1.569)  0.488
H (-6.022, 1.534, 3.193)  0.518
H (-3.845, 2.397, 2.475)  0.016
H (-2.815, 0.077, -4.123)  0.472
H (-4.461, -1.518, -4.997)  0.466
H (-5.354, -3.314, -3.553)  0.457
H (-4.663, -3.463, -1.186)  0.432
H (-3.056, -1.816, -0.264)  -0.530
H (0.004, -1.786, -1.927)  -0.052
H (1.656, -2.419, -3.617)  0.471
H (2.354, -0.790, -5.346)  0.490
H (1.371, 1.474, -5.376)  0.506
H (-0.358, 2.092, -3.756)  0.449
C (-4.761, -1.764, 5.209)  -1.081
N (-3.911, -1.281, 4.128)  0.057
C (-3.086, -0.088, 4.175)  -0.248
C (-2.574, -0.052, 2.751)  -0.261
O (-1.767, 0.854, 2.414)  -0.953
N (-3.049, -1.055, 2.032)  1.053
C (-3.850, -1.751, 2.885)  -0.449
N (-4.488, -2.846, 2.491)  -0.236
H (-4.396, -1.353, 6.147)  0.389
H (-4.708, -2.849, 5.280)  0.384
H (-5.797, -1.452, 5.071)  0.349
H (-2.260, -0.179, 4.884)  0.389
H (-3.659, 0.807, 4.424)  0.345
H (-4.427, -3.117, 1.526)  0.086
H (-5.152, -3.319, 3.080)  0.256
C (7.645, -2.101, -2.262)  -1.028
C (6.569, -1.392, -3.080)  -0.695
C (5.489, -0.733, -2.234)  -0.617
N (4.747, -1.757, -1.499)  0.326
C (3.630, -1.539, -0.830)  0.267
S (2.871, -0.051, -0.721)  -0.327
N (3.043, -2.608, -0.158)  0.320
C (3.428, -3.915, 0.161)  0.342
O (2.919, -4.423, 1.137)  -0.590
C (4.380, -4.655, -0.711)  0.244
C (5.337, -5.461, -0.102)  -0.697
C (6.182, -6.233, -0.884)  -0.656
C (6.048, -6.227, -2.266)  -0.544
C (5.076, -5.443, -2.875)  -0.496
C (4.243, -4.653, -2.098)  0.109
H (8.390, -2.554, -2.915)  0.344
H (7.243, -2.906, -1.638)  0.208
H (8.163, -1.399, -1.605)  0.310
H (6.101, -2.096, -3.775)  0.277
H (7.031, -0.609, -3.684)  0.411
H (4.784, -0.175, -2.849)  0.418
H (5.925, -0.032, -1.519)  0.360
H (5.141, -2.687, -1.497)  -0.181
H (2.286, -2.292, 0.426)  -0.475
H (5.416, -5.472, 0.977)  0.505
H (6.937, -6.850, -0.414)  0.437
H (6.694, -6.848, -2.872)  0.442
H (4.963, -5.455, -3.951)  0.462
H (3.464, -4.060, -2.564)  0.429



[5]
# C15H27BrNO5Sb

A molecular structure, C15H27BrNO5Sb at a distorted geometry (wB97M-V/def2-TZVPD, OMol25).

Its HOMO energy is -0.33 eV. Its HOMO-LUMO gap is 4.58 eV. Its net charge is -2.

Each line ends with the Mulliken charge.
Geometry (Å):
C (3.074, 0.383, 2.633)  -0.778
C (2.107, 0.060, 1.971)  -0.085
Sb (0.528, -0.707, 0.600)  1.387
Br (0.546, 1.662, -0.572)  -0.680
C (-1.064, -1.301, -0.812)  -1.191
C (-2.339, -1.939, -0.151)  -0.729
C (-3.283, -0.889, 0.585)  -0.081
C (-4.216, -0.263, -0.530)  -0.736
N (-5.193, 0.723, 0.000)  0.030
C (-6.022, 0.170, 1.099)  -0.926
C (-6.163, 1.102, -1.027)  0.644
C (-6.714, 2.571, -0.948)  -1.046
O (-6.574, 0.359, -1.889)  -0.564
C (2.067, -1.318, -0.905)  -0.968
O (3.369, -1.506, -0.306)  -0.245
C (4.420, -1.029, -1.130)  -0.733
C (4.899, 0.379, -0.572)  0.076
O (6.156, 0.720, -1.207)  -0.381
C (7.045, 1.381, -0.312)  -0.254
C (6.386, 2.578, 0.488)  -0.874
C (0.717, -2.727, 1.478)  0.359
O (0.211, -3.777, 1.004)  -0.677
O (1.450, -2.816, 2.565)  -0.705
H (4.018, 0.560, 3.178)  0.324
H (-0.647, -0.196, 1.789)  -0.167
H (-1.392, -0.386, -1.391)  0.269
H (-0.596, -1.983, -1.579)  0.411
H (-2.966, -2.357, -1.002)  0.307
H (-2.108, -2.819, 0.504)  0.371
H (-3.876, -1.496, 1.331)  0.263
H (-2.667, -0.116, 1.113)  0.212
H (-4.678, -1.102, -1.116)  0.307
H (-3.523, 0.318, -1.205)  0.230
H (-6.446, -0.828, 0.771)  0.327
H (-5.433, 0.043, 2.043)  0.282
H (-6.869, 0.874, 1.331)  0.283
H (-7.213, 2.892, -1.901)  0.326
H (-7.504, 2.575, -0.144)  0.238
H (-5.926, 3.295, -0.624)  0.314
H (1.745, -2.344, -1.270)  0.238
H (2.085, -0.653, -1.811)  0.431
H (4.182, -0.996, -2.226)  0.326
H (5.295, -1.731, -0.976)  0.233
H (4.145, 1.155, -0.870)  0.144
H (4.968, 0.267, 0.538)  0.114
H (7.568, 0.646, 0.372)  0.248
H (7.853, 1.847, -0.947)  0.293
H (5.868, 3.309, -0.179)  0.249
H (5.692, 2.197, 1.287)  0.233
H (7.218, 3.116, 1.014)  0.350



[6]
# C4H3NO3

A molecular structure, C4H3NO3 at a distorted geometry (wB97M-V/def2-TZVPD, OMol25).

Its HOMO energy (alpha / beta) is 3.08 / 3.08 eV. Its HOMO-LUMO gap (alpha / beta) is 4.14 / 4.14 eV. Its net charge is -2.

Each line ends with the Mulliken charge.
Geometry (Å):
C (-1.658, 0.133, -0.120)  -0.065
C (-0.559, 0.952, 0.291)  -0.525
C (-1.253, -1.180, -0.052)  -0.637
C (0.527, 0.079, 0.608)  -0.245
N (2.167, 0.246, -0.332)  0.215
O (2.746, 1.329, -0.087)  -0.607
O (2.840, -0.864, -0.282)  -0.606
O (0.066, -1.221, 0.478)  -0.102
H (-2.757, 0.553, -0.382)  0.194
H (-0.571, 2.078, 0.593)  0.239
H (-1.548, -2.106, -0.714)  0.137



[7]
# C8H16OS

2 unconnected molecules or ions with the total composition C8H16OS at a distorted geometry (wB97M-V/def2-TZVPD, OMol25).

Its HOMO energy is -8.77 eV. Its HOMO-LUMO gap is 8.56 eV. As for the structure (SMILES): CC(C)(C)C=S.CCC=O.

Each line ends with the Mulliken charge.
Geometry (Å):
C (-2.082, 2.516, -0.672)  -1.338
C (-0.791, 2.177, 0.416)  1.488
C (-0.110, 3.541, 0.370)  -1.965
C (-0.974, 1.980, 2.015)  -1.431
C (0.059, 1.038, -0.067)  -0.365
S (-0.386, 0.138, -1.289)  -0.272
H (-1.809, 3.484, -1.187)  0.291
H (-2.896, 2.733, -0.051)  0.391
H (-2.365, 1.796, -1.392)  0.469
H (-0.854, 4.271, 0.531)  0.533
H (0.600, 3.728, 1.132)  0.476
H (0.525, 3.770, -0.537)  0.354
H (0.019, 1.930, 2.398)  0.452
H (-1.557, 1.022, 2.322)  0.288
H (-1.427, 2.857, 2.372)  0.414
H (1.022, 0.769, 0.543)  0.234
C (-2.029, -4.088, 0.117)  -1.259
C (-1.097, -3.050, 0.710)  0.072
C (0.451, -3.178, 0.309)  0.101
O (0.956, -4.198, -0.260)  -0.531
H (-1.512, -5.099, 0.157)  0.266
H (-2.197, -3.927, -0.891)  0.349
H (-2.952, -4.012, 0.526)  0.431
H (-1.085, -2.887, 1.879)  0.303
H (-1.301, -2.097, 0.252)  -0.037
H (1.004, -2.249, 0.438)  0.284



[8]
# C4H5N3S

A single C4H5N3S molecule at a distorted geometry (wB97M-V/def2-TZVPD, OMol25).

Its HOMO energy is -8.57 eV. Its HOMO-LUMO gap is 9.22 eV. As for the structure (SMILES): [H]/N=C/n1ccc(S)n1.

Each line ends with the Mulliken charge.
Geometry (Å):
H (-3.595, -0.836, 0.072)  0.250
N (-2.690, -0.261, 0.146)  -0.586
C (-1.590, -0.880, -0.174)  0.064
N (-0.406, -0.103, -0.054)  0.640
C (-0.272, 1.206, 0.022)  -0.035
C (1.083, 1.484, -0.111)  -0.861
C (1.609, 0.150, 0.010)  0.412
S (3.292, -0.438, -0.003)  -0.289
N (0.736, -0.787, -0.030)  -1.051
H (-1.477, -1.935, -0.416)  0.386
H (-1.166, 1.751, 0.183)  0.476
H (1.509, 2.426, -0.104)  0.418
H (2.968, -1.777, 0.460)  0.176